[1]
Density functional theory data (ωB97M-V/def2-TZVPD) for a molecular structure, C38H46BrO2PtSe.

Summary:
highest occupied orbital energy (alpha / beta): -4.15 / -4.50 eV
net charge: -1
energy above the lowest of the compared OMol25 structures with the same formula, charge and spin: 6.4 kcal/mol
2S+1: 3
gap between HOMO and LUMO (alpha / beta): 0.244 / 0.240 Ha

Geometry (Å):
Pt -0.150 0.030 0.025
C 7.146 -2.609 1.660
C 6.341 -2.906 0.386
C 5.940 -4.382 0.415
C 7.235 -2.679 -0.840
C 5.125 -1.985 0.326
C 3.821 -2.444 0.324
C 2.762 -1.547 0.299
Se 0.962 -2.160 0.492
C 0.869 -1.952 2.402
C 1.638 -2.801 3.176
C 1.710 -2.649 4.550
C 0.950 -1.615 5.104
C 0.157 -0.750 4.363
C 0.105 -0.895 2.941
O -0.607 -0.093 2.207
C -0.636 0.376 5.031
C -0.436 0.407 6.549
C -0.181 1.736 4.479
C -2.137 0.178 4.770
C 2.625 -3.560 5.368
C 2.213 -5.027 5.178
C 4.074 -3.383 4.891
C 2.572 -3.243 6.862
C 2.927 -0.154 0.281
O 1.914 0.661 0.282
C 4.274 0.329 0.271
C 5.303 -0.593 0.297
C 4.534 1.835 0.258
C 3.892 2.461 -0.991
C 6.028 2.162 0.226
C 3.943 2.476 1.524
H 8.027 -3.255 1.718
H 6.532 -2.778 2.547
H 7.485 -1.572 1.682
H 6.837 -5.005 0.450
H 5.371 -4.660 -0.475
H 5.336 -4.616 1.294
H 8.118 -3.323 -0.797
H 7.575 -1.644 -0.899
H 6.688 -2.903 -1.758
H 3.599 -3.504 0.348
H 2.214 -3.575 2.679
H 0.986 -1.474 6.174
H 0.608 0.586 6.818
H -0.762 -0.522 7.023
H -1.032 1.222 6.967
H 0.877 1.897 4.698
H -0.754 2.540 4.953
H -0.322 1.786 3.401
H -2.483 -0.747 5.238
H -2.338 0.124 3.702
H -2.706 1.010 5.196
H 2.259 -5.320 4.128
H 1.190 -5.185 5.524
H 2.877 -5.688 5.742
H 4.173 -3.618 3.830
H 4.750 -4.036 5.452
H 4.397 -2.349 5.028
H 1.563 -3.365 7.263
H 2.900 -2.222 7.067
H 3.234 -3.923 7.405
H 6.320 -0.220 0.301
H 4.342 2.046 -1.897
H 4.059 3.543 -0.993
H 2.821 2.271 -1.013
H 6.516 1.752 -0.662
H 6.547 1.785 1.111
H 6.154 3.247 0.204
H 2.873 2.293 1.589
H 4.119 3.556 1.510
H 4.422 2.063 2.415
Br 0.200 0.348 -2.849
C -1.607 0.935 -3.001
C -2.035 1.210 -4.268
C -3.345 1.680 -4.481
C -4.173 1.867 -3.415
C -3.740 1.587 -2.096
C -4.619 1.802 -1.007
C -4.210 1.538 0.267
C -2.916 1.033 0.503
C -2.005 0.790 -0.507
C -2.427 1.091 -1.847
H -1.363 1.071 -5.103
H -3.677 1.895 -5.489
H -5.182 2.237 -3.557
H -5.614 2.181 -1.212
H -4.880 1.707 1.102
H -2.616 0.816 1.521


[2]
Density functional theory data (ωB97M-V/def2-TZVPD) for a molecular structure, C13H9N3NdO8 at a distorted geometry.

Summary:
highest occupied orbital energy (alpha / beta): -12.31 / -12.32 eV
net charge: +1
energy above the lowest of the compared OMol25 structures with the same formula, charge and spin: 9.7 kcal/mol
2S+1: 4
gap between HOMO and LUMO (alpha / beta): 0.292 / 0.296 Ha

Geometry (Å):
Nd 1.566 1.184 -1.251
O 3.369 0.792 2.482
C 2.635 0.446 1.625
O 2.064 1.292 0.739
C 2.253 -0.962 1.419
C 2.179 -1.753 2.557
C 1.427 -2.973 2.483
C 0.864 -3.444 1.291
C 1.131 -2.706 0.203
C 1.891 -1.509 0.186
O 2.159 -0.850 -0.933
N 0.512 -3.015 -1.147
O -0.536 -2.327 -1.346
O 0.983 -3.806 -1.875
N 1.133 -3.578 3.769
O 1.357 -2.933 4.753
O 0.709 -4.692 3.794
H 2.393 -1.414 3.529
H 0.249 -4.345 1.245
O -0.535 0.016 -0.788
C -1.790 0.570 -1.131
C -1.790 2.057 -1.326
C -3.036 2.643 -1.461
C -3.092 3.955 -1.797
C -1.928 4.596 -2.212
C -0.730 4.007 -1.950
N -0.684 2.697 -1.541
H -0.461 -0.999 -0.851
H -2.450 0.207 -0.373
H -2.130 0.121 -2.111
H -3.939 2.109 -1.194
H -4.038 4.537 -1.961
H -1.948 5.572 -2.710
H 0.214 4.505 -2.120


[3]
Density functional theory data (ωB97M-V/def2-TZVPD) for a molecular structure, C33H37BrINO4Si2Sr at a distorted geometry.

Summary:
highest occupied orbital energy: -0.05 eV
net charge: -2
energy above the lowest of the compared OMol25 structures with the same formula, charge and spin: 35.2 kcal/mol
2S+1: 1
gap between HOMO and LUMO: 0.120 Ha

Geometry (Å):
Sr 0.316 -0.063 -0.075
C -3.363 2.243 -3.419
C -2.277 1.591 -4.277
C -2.507 0.073 -4.285
C -0.870 1.939 -3.810
C 0.227 1.207 -4.265
C 1.513 1.493 -3.838
C 1.763 2.534 -2.948
C 3.162 2.803 -2.465
C 0.681 3.287 -2.521
C -0.611 2.994 -2.941
H -4.347 1.918 -3.762
H -3.334 3.333 -3.481
H -3.244 1.932 -2.378
H -2.382 1.962 -5.306
H -2.293 -0.332 -3.292
H -1.879 -0.433 -5.020
H -3.548 -0.143 -4.531
H 0.081 0.381 -4.950
H 2.339 0.875 -4.177
H 3.592 1.886 -2.058
H 3.163 3.553 -1.676
H 3.800 3.145 -3.285
H 0.839 4.099 -1.821
H -1.422 3.595 -2.553
C -1.722 3.211 2.394
Si -1.288 1.356 1.971
C -0.284 0.941 3.580
C -2.975 0.438 2.308
C -3.564 0.632 3.566
C -4.706 -0.041 3.974
C -5.290 -0.955 3.108
C -4.734 -1.147 1.852
C -3.592 -0.462 1.411
Si -2.991 -0.797 -0.428
C -2.878 -2.731 -0.470
C -4.717 -0.651 -1.353
H -2.087 3.351 3.421
H -2.478 3.609 1.709
H -0.819 3.820 2.278
H -0.832 1.078 4.523
H 0.607 1.577 3.621
H 0.058 -0.098 3.539
H -3.109 1.339 4.256
H -5.130 0.139 4.958
H -6.176 -1.508 3.408
H -5.211 -1.863 1.187
H -3.773 -3.251 -0.099
H -2.021 -3.069 0.119
H -2.703 -3.063 -1.500
H -5.489 -1.301 -0.920
H -4.598 -0.945 -2.402
H -5.105 0.373 -1.338
I 7.313 0.351 4.613
C 5.758 0.325 3.167
C 4.723 1.238 3.287
C 3.756 1.272 2.295
C 3.825 0.419 1.199
C 4.864 -0.498 1.115
C 5.844 -0.548 2.096
C 2.760 0.501 0.117
O 2.759 -0.372 -0.774
O 1.943 1.451 0.201
H 4.664 1.898 4.142
H 2.925 1.963 2.349
H 4.900 -1.178 0.272
H 6.652 -1.265 2.040
Br 5.371 -4.792 2.753
C 4.004 -4.586 1.425
C 3.955 -5.495 0.386
N 3.040 -5.412 -0.581
C 2.168 -4.406 -0.511
C 2.148 -3.459 0.503
C 3.098 -3.551 1.514
C 1.113 -2.355 0.511
O 0.410 -2.237 -0.517
O 1.020 -1.644 1.537
H 4.658 -6.316 0.313
H 1.434 -4.334 -1.303
H 3.107 -2.821 2.313


[4]
Density functional theory data (ωB97M-V/def2-TZVPD) for a molecular structure, C17H42O22S5V at a distorted geometry.

Summary:
highest occupied orbital energy (alpha / beta): -2.20 / -4.89 eV
net charge: -1
2S+1: 3
gap between HOMO and LUMO (alpha / beta): 0.153 / 0.252 Ha

Geometry (Å):
O -1.359 -0.948 -0.115
V -0.045 -0.286 -0.519
O 0.460 -1.336 -3.578
C 0.858 -2.306 -2.794
O 0.634 -2.174 -1.629
O 1.430 -3.346 -3.165
H 0.685 -1.606 -4.472
O 3.354 -0.189 1.000
C 2.584 -1.171 1.417
O 3.031 -2.111 2.079
O 1.404 -1.066 1.041
H 3.861 -0.372 1.794
O -5.629 -3.731 0.124
S -4.334 -3.709 -0.569
O -3.443 -2.543 -0.474
O -3.476 -5.163 -0.250
C -2.139 -5.302 -0.745
C -1.182 -5.188 0.508
C -4.524 -4.207 -2.397
H -1.856 -4.464 -1.382
H -1.928 -6.215 -1.301
H -0.188 -5.450 0.145
H -1.432 -6.006 1.183
H -1.213 -4.249 1.062
H -5.282 -3.515 -2.764
H -4.948 -5.192 -2.198
H -3.583 -4.096 -2.935
O -2.786 -2.561 4.263
S -1.353 -2.366 3.874
O -0.940 -1.848 2.600
O -0.691 -1.364 4.996
C -0.826 -1.702 6.431
C -0.970 -0.357 7.173
C -0.360 -3.945 4.218
H -0.016 -2.219 6.946
H -1.744 -2.278 6.546
H -0.392 -0.331 8.097
H -2.029 -0.115 7.096
H -0.518 0.462 6.615
H -0.661 -4.787 3.594
H -0.754 -4.311 5.166
H 0.698 -3.711 4.334
O 1.533 0.717 -1.636
S 2.574 1.031 -2.667
O 2.313 1.244 -4.108
O 3.282 2.404 -2.085
C 4.179 3.116 -2.922
C 4.773 4.223 -2.029
C 4.004 -0.161 -2.323
H 3.597 3.511 -3.755
H 4.989 2.506 -3.320
H 4.032 4.807 -1.483
H 5.483 4.908 -2.492
H 5.448 3.833 -1.266
H 4.111 -0.544 -1.308
H 4.943 0.323 -2.594
H 3.816 -1.086 -2.866
O -1.456 1.088 -1.938
S -1.639 2.043 -3.032
O -2.815 3.000 -3.022
O -0.276 2.845 -3.314
C -0.380 4.021 -4.123
C 1.066 4.539 -4.523
C -1.826 1.060 -4.602
H -0.767 4.734 -3.395
H -0.969 3.883 -5.030
H 1.002 5.292 -5.309
H 1.629 3.684 -4.897
H 1.536 4.977 -3.643
H -0.903 0.545 -4.865
H -1.997 1.854 -5.329
H -2.656 0.370 -4.449
O -0.378 1.766 0.719
S -0.210 3.157 1.128
O -0.601 4.139 0.154
O -0.945 3.467 2.553
C -0.903 2.450 3.544
C -2.367 2.165 3.674
C 1.606 3.553 1.567
H -0.477 2.873 4.453
H -0.299 1.626 3.164
H -2.867 3.081 3.989
H -2.415 1.698 4.658
H -2.817 1.691 2.802
H 2.068 2.810 2.217
H 1.546 4.494 2.114
H 2.039 3.637 0.570


no.,E_tot (Eh)
1,-6720.910451
2,-1828.052427
3,-5116.972235
4,-5263.054486